No. 1
C15H33ClILaO2P2 | the ωB97M-V functional and the def2-TZVPD basis

Properties
- molecular weight (g/mol) = 608.64
- max |F| (eV Å⁻¹) = 4.9
- HOMO level (alpha / beta) (eV) = -14.145 / -14.167
- DFT total energy (eV) = -60230.326
- lowest unoccupied orbital energy (alpha / beta) (eV) = -9.496 / -9.716

ORCA input file:
```
! wB97M-V def2-TZVPD RIJCOSX def2/J DEFGRID3
* xyz 2 1
C 4.777 -2.199 2.902
C 3.673 -1.906 1.950
H 5.359 -1.311 3.189
H 5.442 -2.933 2.433
H 4.345 -2.670 3.804
O 3.153 -0.804 1.699
I -0.418 -4.450 2.399
La 1.249 -2.278 1.049
P 2.756 -0.887 -1.384
C 3.294 0.806 -1.819
C 4.391 -1.693 -1.339
H 1.681 -2.357 -2.969
H 3.108 -1.515 -3.706
H 1.537 -0.650 -3.477
C 2.219 -1.406 -3.067
H 4.317 -2.672 -0.853
H 4.741 -1.828 -2.370
H 4.125 0.752 -2.540
H 3.630 1.339 -0.919
H 5.092 -1.060 -0.787
H 2.460 1.361 -2.274
C 1.021 0.360 0.737
O 1.464 1.425 0.947
Cl -0.206 -2.794 -1.113
C -2.453 -1.204 2.291
C -2.782 -0.628 0.903
C -4.175 -0.007 0.913
P -1.406 0.460 0.295
C -1.519 0.551 -1.555
C -2.932 0.520 -2.141
C -0.688 1.702 -2.132
C -1.669 2.167 0.936
C -2.847 2.959 0.370
C -1.670 2.160 2.471
H -2.023 -0.462 2.982
H -1.753 -2.057 2.210
H -3.368 -1.616 2.742
H -2.759 -1.455 0.169
H -4.285 0.780 1.673
H -4.478 0.384 -0.060
H -4.893 -0.800 1.166
H -1.027 -0.407 -1.814
H -3.516 1.401 -1.845
H -2.858 0.539 -3.237
H -3.474 -0.390 -1.863
H 0.356 1.676 -1.796
H -0.697 1.622 -3.227
H -1.115 2.677 -1.866
H -0.754 2.701 0.616
H -3.813 2.470 0.545
H -2.884 3.936 0.875
H -2.740 3.156 -0.700
H -0.753 1.702 2.860
H -1.698 3.198 2.836
H -2.537 1.634 2.890
*
```

---

No. 2
C41H41BrCaIN3O9 | the ωB97M-V functional and the def2-TZVPD basis

Properties
- molecular weight (g/mol) = 966.68
- max |F| (eV Å⁻¹) = 3.9
- HOMO level (eV) = -0.476
- DFT total energy (eV) = -162665.981
- lowest unoccupied orbital energy (eV) = 3.199

ORCA input file:
```
! wB97M-V def2-TZVPD RIJCOSX def2/J DEFGRID3
* xyz -2 1
Ca 13.008 12.114 16.752
C 14.179 6.347 18.545
C 15.566 6.361 18.766
C 15.950 7.622 19.315
C 14.760 8.408 19.422
C 13.654 7.636 18.909
C 12.198 8.006 18.845
C 14.687 9.727 20.065
C 17.394 8.081 19.737
C 16.528 5.310 18.394
C 13.441 5.130 17.990
H 11.579 7.328 19.473
H 11.884 7.974 17.753
H 12.037 8.992 19.264
H 14.663 9.613 21.176
H 13.855 10.381 19.821
H 15.631 10.227 19.794
H 17.525 9.151 19.649
H 18.127 7.569 19.111
H 17.558 7.681 20.699
H 16.053 4.395 18.039
H 17.255 5.011 19.223
H 17.049 5.746 17.519
H 13.117 4.540 18.898
H 14.055 4.565 17.339
H 12.496 5.424 17.428
Br 16.846 17.239 21.372
C 16.874 16.074 19.905
C 18.069 15.925 19.100
N 18.236 14.973 18.249
C 17.166 14.165 18.026
C 15.840 14.475 18.483
C 15.730 15.476 19.412
C 14.747 13.583 17.990
O 15.033 12.366 17.766
O 13.595 14.110 17.812
H 18.888 16.630 19.304
H 17.425 13.274 17.405
H 14.722 15.675 19.832
O 12.521 13.205 12.683
C 12.000 13.542 13.776
O 12.294 13.176 14.945
C 10.740 14.396 13.621
C 9.919 14.623 14.719
C 8.719 15.362 14.587
C 8.470 15.840 13.232
O 7.482 16.747 12.863
C 7.647 16.866 11.409
O 8.688 16.024 10.998
C 9.225 15.476 12.153
C 10.379 14.747 12.269
H 10.196 14.198 15.707
H 8.030 15.593 15.360
H 7.869 17.921 11.175
H 6.687 16.614 11.004
H 10.996 14.450 11.379
I 8.863 17.586 19.798
C 8.923 15.559 19.495
C 7.900 14.825 18.802
C 8.175 13.532 18.384
C 9.518 13.087 18.474
C 10.503 13.739 19.224
C 10.136 14.913 19.796
C 9.991 11.841 17.738
O 9.330 11.229 16.946
O 11.235 11.541 18.021
H 6.988 15.325 18.552
H 7.439 12.834 17.937
H 11.543 13.413 19.258
H 10.742 15.417 20.568
C 12.183 11.499 8.806
C 13.447 10.644 8.788
N 14.102 10.490 10.126
C 15.126 11.441 10.387
C 14.767 12.949 10.411
C 13.254 9.979 11.116
O 12.144 9.557 10.820
C 13.748 9.914 12.558
C 15.007 9.428 12.856
C 15.392 9.245 14.179
C 14.455 9.464 15.234
N 13.311 10.094 14.906
C 12.920 10.244 13.656
H 12.291 12.114 7.880
H 11.977 12.119 9.706
H 11.276 10.871 8.639
H 14.140 10.989 7.979
H 13.118 9.612 8.512
H 15.834 11.374 9.550
H 15.634 11.172 11.294
H 14.792 13.351 9.378
H 15.591 13.436 10.994
H 13.799 13.157 10.935
H 15.616 9.086 12.002
H 16.370 8.884 14.426
H 14.691 9.367 16.286
H 11.935 10.652 13.526
*
```

---

No. 3
C4H3BiCl2N5O3V | the ωB97M-V functional and the def2-TZVPD basis

Properties
- molecular weight (g/mol) = 499.93
- max |F| (eV Å⁻¹) = 10.5
- HOMO level (alpha / beta) (eV) = -23.070 / -23.029
- <S²> = 2.045
- DFT total energy (eV) = -74305.677
- lowest unoccupied orbital energy (alpha / beta) (eV) = -19.864 / -19.902

ORCA input file:
```
! wB97M-V def2-TZVPD RIJCOSX def2/J DEFGRID3
* xyz 4 3
Bi -0.468 -0.219 -2.752
V 0.542 1.077 0.436
Cl -0.502 2.371 -1.263
Cl 2.542 1.830 0.698
C 0.583 -0.753 0.182
C -1.917 1.275 -3.870
C 0.960 -0.063 -4.410
O 0.527 -1.934 0.089
O -2.428 2.312 -3.994
O 1.777 0.169 -5.210
N -0.560 1.785 4.794
N -0.962 1.156 3.631
N -2.300 1.141 3.311
C -2.231 0.896 2.000
N -0.972 0.694 1.545
N -0.129 0.999 2.617
H 0.399 1.529 4.999
H -1.227 1.603 5.538
H -3.093 0.801 1.361
*
```